No. 1
C22H44Cl6N11O26 | wB97M-V/def2-TZVPD

Values from the calculation:
**Charge**: -2
**HOMO-LUMO gap (alpha / beta)**: 3.17 / 6.77 eV
**2S+1**: 2
**E_LUMO (alpha / beta)**: 3.1 / 3.1 eV
**Highest occupied orbital energy (alpha / beta)**: -0.0020 / -0.1344 Eh

Geometry as XYZ:
```
109
Properties=species:S:1:pos:R:3:forces:R:3:mulliken_charge:R:1
C 17.84711 36.27857 -17.63367 0.1 0.2 0.5 0.231
C 19.16123 36.80119 -17.04341 0.1 -1.1 -0.7 -0.793
N 18.86507 37.70904 -15.94166 0.1 2.8 1.1 0.916
C 18.45636 37.37426 -14.66536 -0.5 1.1 0.8 -1.268
C 18.08779 38.54037 -13.99037 1.2 -0.5 -0.9 -0.427
N 18.38734 39.60533 -14.82387 0.7 -2.6 -3.9 1.438
C 18.81420 39.08862 -16.02909 -0.5 -2.2 1.2 -0.771
C 18.17257 41.00000 -14.63091 -0.7 1.1 1.4 -0.407
H 18.02957 35.57627 -18.44704 -0.1 0.3 -0.1 0.398
H 17.15505 37.06900 -17.92412 0.3 0.1 -0.4 -0.001
H 17.33069 35.77846 -16.81434 -0.1 -0.4 0.0 -0.598
H 19.88775 37.15187 -17.77641 -0.5 1.2 -0.1 0.183
H 19.74117 35.94399 -16.70137 -0.2 -0.1 0.8 0.299
H 18.52690 36.37304 -14.26663 -0.2 0.1 -0.2 0.874
H 17.75143 38.75808 -12.98744 0.0 -0.3 0.0 0.310
H 18.99386 39.51308 -17.00580 0.2 0.8 0.4 0.418
H 18.84075 41.32476 -13.83331 -0.2 0.2 -0.2 -0.282
H 17.14423 41.14137 -14.29830 -0.1 0.2 0.3 0.129
H 18.30035 41.63282 -15.50915 0.4 -0.6 -0.2 0.189
Cl 20.16619 37.77277 -21.68122 2.7 -0.7 2.4 1.708
O 19.37981 37.62312 -20.48605 -1.3 -0.4 0.1 -0.583
O 21.43731 37.18239 -21.44244 1.1 -1.0 0.4 -0.709
O 19.63719 37.20673 -22.83262 -2.7 -2.1 -2.6 -0.716
O 20.37033 39.12185 -21.94499 -0.1 4.3 -0.3 -0.702
Cl 22.68411 39.14467 -18.00217 1.4 -2.3 -1.1 1.580
O 23.37112 40.27724 -18.50258 0.7 1.9 -0.6 -0.768
O 21.27866 39.38593 -18.08932 -1.3 0.0 0.2 -0.389
O 23.09088 37.97556 -18.74279 -0.8 0.4 -0.1 -0.696
O 23.09132 38.91631 -16.65632 -0.2 0.3 2.2 -0.671
C 14.56889 37.78448 -10.34451 0.1 0.3 -0.7 0.175
Cl 14.30263 36.21036 -9.55385 0.3 0.1 0.5 -0.151
Cl 13.94744 37.64052 -11.95469 -0.2 -0.2 -1.1 -0.062
Cl 13.55431 39.04911 -9.61658 0.8 -0.2 0.7 -0.100
Cl 16.32556 38.13663 -10.49490 -0.9 0.0 0.8 0.001
C 18.36735 32.80545 -17.85492 -0.5 0.3 1.0 -0.432
N 17.52689 32.56828 -19.03686 1.2 -0.3 -0.9 1.024
O 18.02400 32.01442 -19.99558 0.2 -0.1 0.0 -0.603
O 16.38205 32.90402 -18.96998 -1.6 0.5 0.2 -0.552
H 18.50555 31.81238 -17.42736 0.4 0.2 0.0 0.341
H 17.73052 33.40216 -17.20186 0.3 -0.1 0.2 -0.016
H 19.28409 33.35692 -18.06366 -0.1 -0.5 -0.4 0.296
C 18.25614 44.97353 -15.23763 -0.4 1.0 0.0 -0.644
N 19.52861 44.74970 -14.48021 1.9 -0.4 0.2 0.802
O 20.41499 45.60495 -14.60332 -1.3 -0.5 -0.1 -0.548
O 19.73021 43.72120 -13.83806 -1.1 0.9 -0.7 -0.334
H 18.18879 46.04814 -15.40725 0.2 0.0 0.2 0.346
H 17.37188 44.67043 -14.67700 0.4 -0.6 0.1 0.224
H 18.31096 44.54760 -16.23948 0.3 -0.6 0.4 0.159
C 22.23485 42.41547 -15.52882 -0.6 0.0 0.2 -0.336
N 22.18637 41.57478 -14.28811 0.3 0.6 -1.0 0.713
O 21.23468 40.83574 -14.16512 0.2 -0.2 0.6 -0.117
O 23.12949 41.69762 -13.52775 -0.4 -0.4 0.4 -0.629
H 22.83481 43.29384 -15.29090 0.0 -0.3 -0.2 0.298
H 21.20285 42.67138 -15.76880 0.2 0.0 0.1 -0.159
H 22.61892 41.78170 -16.32814 0.3 0.0 0.1 0.234
C 18.30162 34.42082 -11.03023 -0.3 -0.8 0.2 -0.733
N 19.06560 35.65237 -10.65985 0.6 -1.0 1.8 0.822
O 19.43762 35.81960 -9.48254 -0.8 -0.6 -1.5 -0.565
O 19.30936 36.39171 -11.55369 0.2 1.3 -1.2 -0.349
H 18.61130 33.95902 -11.96775 0.6 0.7 -0.1 0.259
H 17.26505 34.70342 -11.21396 0.0 0.1 0.5 0.239
H 18.43990 33.66185 -10.26021 -0.3 0.4 0.2 0.315
C 14.64746 34.96066 -15.73155 -0.9 -0.6 -0.1 -0.646
N 15.60636 34.96951 -14.62347 0.7 -0.9 0.4 0.916
O 15.37487 35.64825 -13.65632 -0.2 0.4 0.1 -0.353
O 16.57930 34.23625 -14.71885 0.2 0.0 -0.2 -0.578
H 15.00793 35.64460 -16.49992 -0.4 0.2 0.2 0.107
H 13.68135 35.14585 -15.26203 0.1 0.8 -0.4 0.313
H 14.55101 33.95558 -16.14215 0.6 0.0 0.0 0.309
C 14.98693 42.71693 -10.79299 0.2 -0.7 -1.5 -0.974
N 15.19874 41.91562 -12.02962 -0.8 2.0 3.1 0.638
O 15.52046 42.50394 -13.07274 1.0 1.9 -3.2 -0.799
O 15.01894 40.68770 -11.96065 -0.5 -3.3 0.2 -0.482
H 13.98750 42.59127 -10.37650 -0.2 -0.5 0.1 0.237
H 15.04167 43.76798 -11.07654 0.6 -0.1 0.2 0.292
H 15.75796 42.32035 -10.13244 0.0 0.6 0.6 0.239
C 22.46787 37.36426 -13.33738 -0.9 0.9 -0.6 -0.459
N 22.22900 36.16915 -14.22423 2.1 -0.9 -0.3 0.917
O 21.12742 35.66261 -14.22951 -0.4 0.4 0.1 -0.503
O 23.18883 35.67601 -14.81994 -0.9 0.9 0.7 -0.557
H 21.57332 37.97403 -13.46411 -0.3 -0.3 0.6 -0.037
H 23.23824 38.05678 -13.67656 0.5 -0.9 -0.3 0.265
H 22.61797 37.02910 -12.31110 -0.2 -0.1 -0.2 0.344
C 19.92818 42.40693 -19.84431 -1.4 -0.3 0.2 -0.790
N 19.17758 42.18451 -18.54445 0.7 -1.3 -0.4 0.736
O 19.60294 42.82364 -17.61474 -0.2 0.7 1.1 -0.470
O 18.29342 41.33821 -18.46255 0.6 1.0 -0.3 -0.399
H 19.79405 43.46953 -20.04678 -0.1 -0.1 -0.2 0.282
H 19.38415 41.74392 -20.51703 0.7 0.1 -0.4 0.327
H 20.99231 42.21223 -19.71081 -0.3 -0.5 0.2 0.277
C 20.47151 42.05719 -10.76103 0.3 -0.5 -1.3 -0.641
N 19.62629 40.81938 -10.91503 -1.3 0.7 2.2 0.962
O 18.40803 40.96880 -10.99704 1.2 -0.3 -0.4 -0.429
O 20.20478 39.76177 -10.79699 -0.1 -0.1 -0.5 -0.554
H 19.88105 42.95065 -10.96401 0.1 -0.3 -0.1 0.238
H 21.19035 41.79590 -11.53761 0.4 0.9 -0.1 0.088
H 21.02496 42.11868 -9.82401 -0.5 -0.5 0.1 0.335
C 13.32453 37.79798 -17.13366 1.2 -0.6 -1.8 -0.767
C 14.32708 38.29507 -18.02336 -0.5 0.9 0.3 -0.333
C 15.20467 39.28772 -17.59607 -0.5 -0.1 1.1 -0.461
C 15.12660 39.71172 -16.26082 0.5 -0.2 0.3 -0.396
C 14.27937 39.09144 -15.37393 -0.8 -1.2 0.4 -0.152
C 13.34340 38.14648 -15.82365 0.6 0.8 0.7 -0.328
H 12.67298 36.98514 -17.41859 -0.2 0.1 -0.5 0.348
H 14.41362 38.10217 -19.08246 -0.4 -0.8 0.0 0.384
H 15.98719 39.69227 -18.22088 -0.1 0.0 -0.3 0.642
H 15.77495 40.46246 -15.83370 0.2 0.1 -0.3 0.503
H 14.35202 39.15165 -14.29805 0.2 1.0 0.1 0.118
H 12.66293 37.68809 -15.12135 -0.1 -0.1 0.1 0.478
```
Positions in Å, forces in eV/Å.

***

No. 2
C22H44MgNO22 | wB97M-V/def2-TZVPD

Values from the calculation:
**Charge**: +1
**HOMO-LUMO gap**: 7.78 eV
**ΔE to the lowest compared entry with this formula, charge and spin**: 80.88 kJ/mol
**E_LUMO**: -2.9 eV
**Highest occupied orbital energy**: -0.3929 Eh

Geometry as XYZ:
```
90
Properties=species:S:1:pos:R:3:forces:R:3:mulliken_charge:R:1
Mg -10.47126 -14.47660 -16.52425 1.3 0.9 -0.8 0.572
N -8.48961 -13.11588 -18.64193 1.0 -0.9 1.2 0.354
O -7.95964 -13.78371 -19.55221 -1.4 0.9 0.8 -0.536
O -7.93882 -12.10941 -18.16969 -1.1 -0.8 -0.7 -0.570
O -9.58644 -13.57763 -18.05419 1.4 0.8 -1.5 0.427
C -5.32490 -11.84681 -22.96923 0.0 -0.5 0.3 -0.528
C -6.06828 -13.15421 -23.25810 -0.3 -0.6 0.6 0.060
C -5.26738 -14.21871 -22.45302 0.2 0.3 -0.7 -0.410
O -4.36153 -13.47310 -21.65737 -0.4 0.1 0.7 -0.485
C -4.88021 -12.12676 -21.53100 0.8 -0.7 -0.6 0.242
H -5.94868 -10.96282 -23.09380 0.1 0.0 0.0 0.317
H -4.43161 -11.81556 -23.59741 -0.1 0.4 0.0 0.324
H -6.19320 -13.44059 -24.30152 0.0 0.2 0.0 0.491
H -7.05218 -13.10711 -22.77439 0.0 0.1 -0.3 -0.385
H -4.66148 -14.88702 -23.07302 -0.1 0.1 -0.1 0.327
H -5.95042 -14.86004 -21.88293 0.1 0.2 0.3 0.064
H -4.03825 -11.54301 -21.17027 -0.1 0.2 0.0 0.210
H -5.69525 -12.08936 -20.80407 -0.1 0.0 0.0 -0.191
C -9.08817 -15.05637 -13.06763 -0.8 -0.4 0.0 -0.277
O -8.25592 -13.91995 -13.25937 0.0 -0.7 0.3 -0.404
C -8.55029 -13.09814 -14.24363 -0.4 -0.3 1.4 0.471
O -9.43298 -13.23225 -15.06212 -1.0 -1.1 -1.0 0.219
O -7.84879 -12.03746 -14.10882 0.8 0.6 0.4 -0.394
C -8.05212 -11.06940 -15.10440 -0.2 1.4 -1.7 -0.475
H -8.84024 -15.51934 -12.11942 0.4 0.1 0.0 0.367
H -8.98559 -15.78414 -13.87101 0.2 0.1 0.0 -0.045
H -10.15430 -14.79465 -12.99631 0.3 0.3 -0.1 0.118
H -9.09867 -10.78109 -15.26135 0.0 -0.3 0.5 0.168
H -7.72406 -11.43646 -16.07883 0.2 0.0 0.2 0.173
H -7.51212 -10.17229 -14.83484 0.3 -0.1 0.2 0.323
C -11.64916 -10.61460 -17.73576 0.8 -0.7 -0.4 -0.330
O -12.34993 -10.81317 -16.49321 -0.1 1.0 -0.4 -0.403
C -12.28822 -11.99159 -15.96067 0.3 1.4 -0.7 0.667
O -11.69600 -12.91403 -16.45405 0.4 -2.1 -0.6 -0.060
O -12.91622 -11.99789 -14.84812 -1.2 -0.4 1.7 -0.409
C -12.94720 -13.22182 -14.10989 0.7 -0.1 0.4 -0.347
H -12.15455 -11.15132 -18.53821 -0.1 0.1 0.0 0.262
H -10.63193 -11.01794 -17.67318 -0.2 0.0 0.1 -0.038
H -11.57663 -9.55960 -17.95338 -0.4 0.2 0.3 0.302
H -11.93727 -13.43852 -13.73750 -0.2 0.1 0.0 0.044
H -13.28043 -14.08761 -14.68291 -0.3 0.3 -0.2 0.075
H -13.59747 -13.02972 -13.26901 -0.2 -0.1 0.0 0.338
C -10.86824 -15.68238 -20.40271 -0.4 1.0 -0.4 -0.377
O -12.03813 -16.32438 -19.84016 1.1 -0.4 -2.2 -0.423
C -12.21787 -16.18046 -18.59071 -0.2 0.3 -0.4 0.798
O -11.53534 -15.50242 -17.86167 0.9 0.6 1.7 -0.463
O -13.27410 -16.81888 -18.24824 -1.4 -1.0 1.3 -0.385
C -13.53960 -16.88666 -16.83998 0.3 -0.4 0.2 -0.457
H -9.92901 -16.16433 -20.16607 -0.1 -0.2 0.4 0.268
H -10.88749 -14.65067 -20.06779 0.4 0.0 0.2 -0.026
H -10.99129 -15.64720 -21.47754 -0.2 -0.5 -0.1 0.427
H -13.84229 -15.91931 -16.44753 -0.4 0.0 -0.1 0.232
H -12.65465 -17.20805 -16.27839 0.0 0.0 -0.3 0.036
H -14.27877 -17.67135 -16.75032 -0.3 0.2 0.2 0.333
C -10.32481 -12.83257 -22.21354 1.0 0.9 1.1 -0.169
O -10.78025 -11.65073 -22.86030 -1.4 -1.6 -0.8 -0.439
C -10.09348 -10.54950 -22.71610 -1.4 0.7 -1.0 0.821
O -9.11405 -10.40942 -22.08617 2.6 0.1 1.9 -0.456
O -10.70764 -9.60066 -23.40431 -0.6 1.3 -0.4 -0.402
C -10.38337 -8.21431 -23.08798 0.0 -0.5 0.8 -0.576
H -9.36060 -13.15151 -22.60357 0.0 0.0 -0.1 0.230
H -11.04883 -13.62340 -22.27439 -0.5 0.1 -0.6 0.248
H -10.19198 -12.58101 -21.15378 0.2 -0.2 -0.1 -0.008
H -10.96004 -7.88223 -22.21157 0.1 -0.3 -0.2 0.266
H -10.68291 -7.58188 -23.91264 0.1 -0.3 -0.3 0.242
H -9.32957 -8.11586 -22.83252 0.0 0.0 -0.3 0.244
C -6.74847 -9.44391 -20.31552 0.5 1.3 0.6 -0.377
O -5.30205 -9.35835 -20.25532 -0.3 -1.4 -0.2 -0.175
C -4.66959 -8.21043 -20.41559 0.6 -2.0 0.2 0.743
O -5.16708 -7.15917 -20.49882 -1.6 3.3 -0.2 -0.542
O -3.36756 -8.46195 -20.47148 1.1 -0.1 0.3 -0.311
C -2.47037 -7.34404 -20.45547 0.7 0.7 -1.2 -0.724
H -7.16924 -8.55460 -20.78959 0.2 -0.1 -0.1 0.370
H -7.10048 -9.47183 -19.28181 -0.1 -0.2 -0.1 0.191
H -7.02542 -10.33179 -20.85331 0.1 -0.3 -0.1 -0.034
H -1.94693 -7.18936 -19.51074 -0.5 -0.3 0.2 0.266
H -2.92022 -6.40228 -20.78826 -0.4 -0.3 0.4 0.333
H -1.68250 -7.50274 -21.21179 -0.4 -0.5 0.3 0.249
C -6.63529 -15.65172 -17.40259 1.2 0.8 -0.3 -0.466
O -7.04583 -16.81711 -16.70089 0.1 -0.7 -0.3 -0.402
C -8.28567 -16.89407 -16.37520 -0.9 0.8 0.7 0.639
O -9.03638 -15.90382 -16.31356 -0.3 -1.0 -0.1 0.127
O -8.58170 -18.11798 -16.01981 0.4 -0.6 0.0 -0.416
C -9.91379 -18.61572 -15.96308 -0.6 0.9 -0.2 -0.497
H -5.61595 -15.85665 -17.71740 0.0 0.0 0.1 0.311
H -6.61317 -14.79782 -16.72899 -0.2 0.1 -0.1 0.267
H -7.21433 -15.45767 -18.30163 -0.3 -0.1 0.2 0.130
H -10.29825 -18.71254 -16.97935 0.0 0.0 0.0 0.293
H -10.54364 -17.92733 -15.39203 0.0 -0.1 0.0 0.115
H -9.90953 -19.58707 -15.49305 0.3 -0.1 0.1 0.318
```
Positions in Å, forces in eV/Å.

***

Electronic energy readings, ordered: -168248.122; -75500.970 eV
F_max readings, ordered: 0.0918; 0.0711 hartree/bohr